{
  "formula": "C5H7N3",
  "method": "ωB97M-V/def2-TZVPD",
  "max_force_ha_per_bohr": 0.068,
  "de_lowest_kj_mol": 146.88,
  "energy_ev": -9745.868,
  "charge": 2,
  "lumo_ha": -0.4140,
  "homo_lumo_gap_ev": 7.580,
  "species": ["C", "C", "C", "C", "C", "N", "N", "N", "H", "H", "H", "H", "H", "H", "H"],
  "positions_angstrom": [[-1.5062, 1.5856, 0.0890], [-1.9101, 0.3500, -0.2086], [0.3186, 0.2411, 0.1485], [-0.7682, -1.7865, -0.3334], [2.1417, -0.4942, 0.4121], [2.9534, -0.2263, -0.4027], [-0.0645, 1.4835, 0.2649], [-0.8302, -0.4968, -0.1633], [-2.1250, 2.4963, 0.1873], [-2.9405, 0.1246, -0.5290], [0.2264, -2.0842, -0.2143], [-1.5608, -2.5888, -0.3460], [1.9828, -1.0514, 1.3242], [3.6189, 0.1602, -1.0392], [0.4638, 2.2868, 0.8104]],
  "nbo_charge": [0.033, -0.087, 0.368, 0.288, 0.296, -0.476, -0.480, -0.349, 0.311, 0.308, 0.217, 0.307, 0.253, 0.499, 0.512]
}